{
  "formula": "C24H21IrN6O6S3",
  "method": "ωB97M-V with the def2-TZVPD basis set",
  "species": ["Ir", "C", "C", "N", "C", "S", "N", "N", "C", "C", "C", "C", "C", "C", "C", "N", "H", "H", "H", "H", "H", "H", "H", "H", "H", "H", "H", "H", "H", "O", "S", "O", "N", "C", "O", "C", "C", "C", "C", "C", "C", "H", "H", "H", "H", "O", "S", "O", "N", "C", "O", "C", "C", "C", "C", "C", "C", "H", "H", "H", "H"],
  "coordinates": [[0.259473, -0.533625, -0.420322], [-2.035627, 3.360872, 3.865162], [-2.835582, 3.103747, 2.598807], [-2.730248, 1.708782, 2.137126], [-1.744612, 1.191834, 1.428691], [-1.772793, -0.432513, 0.968388], [-0.714565, 2.104267, 1.184137], [0.179203, 1.659918, 0.355327], [1.238392, 2.458883, 0.181745], [1.414911, 3.724891, 0.935388], [2.195885, 2.008156, -0.806902], [3.198471, 2.836368, -1.287153], [4.034984, 2.360724, -2.294519], [3.843684, 1.086427, -2.770077], [2.821024, 0.302857, -2.223991], [2.026183, 0.749479, -1.276038], [-2.234925, 4.372322, 4.217437], [-0.967581, 3.261776, 3.678999], [-2.316518, 2.664053, 4.654410], [-2.527202, 3.757064, 1.786531], [-3.895162, 3.276614, 2.778039], [-3.499436, 1.083732, 2.333525], [0.947466, 3.653845, 1.912487], [0.928051, 4.543550, 0.395995], [2.467969, 3.963935, 1.050080], [3.312658, 3.840035, -0.906722], [4.815519, 2.991023, -2.697468], [4.462843, 0.673839, -3.553093], [2.646308, -0.698792, -2.585038], [-1.085167, 1.386839, -4.121252], [-0.327420, 0.178324, -4.030416], [1.048928, 0.187390, -4.438570], [-0.451308, -0.439541, -2.490509], [-1.038767, -1.651766, -2.475910], [-1.093473, -2.260084, -1.390154], [-1.515361, -2.109792, -3.793178], [-2.184849, -3.275062, -4.117301], [-2.516113, -3.475186, -5.450941], [-2.179958, -2.534969, -6.422763], [-1.502978, -1.364802, -6.095919], [-1.184142, -1.182283, -4.767291], [-2.434661, -3.997088, -3.352017], [-3.041547, -4.374271, -5.742216], [-2.448730, -2.718082, -7.454433], [-1.238820, -0.636076, -6.849654], [2.965062, -3.835524, -0.646916], [3.296990, -2.577633, -0.059514], [4.190371, -1.699236, -0.768259], [1.905836, -1.763740, 0.360618], [1.952051, -1.334009, 1.643779], [1.131668, -0.500165, 2.041811], [3.050103, -1.950459, 2.427099], [3.306697, -1.850769, 3.781185], [4.394008, -2.553122, 4.286135], [5.196129, -3.328481, 3.452361], [4.940563, -3.423893, 2.088601], [3.856139, -2.720448, 1.609195], [2.669101, -1.252417, 4.417745], [4.620022, -2.503874, 5.342600], [6.033312, -3.869443, 3.872557], [5.560241, -4.025885, 1.438439]],
  "forces_ev_per_a": [[0.2, 0.4, -0.4], [0.0, 0.0, 0.0], [-0.1, -0.1, 0.0], [0.0, 0.0, -0.1], [0.0, 0.3, 0.2], [0.0, -0.1, -0.2], [-0.1, -0.4, -0.1], [0.2, 0.3, 0.2], [-0.1, -0.2, -0.1], [-0.1, 0.0, 0.0], [0.0, 0.0, 0.0], [0.0, 0.0, -0.1], [0.0, 0.1, 0.1], [0.0, -0.1, 0.0], [0.0, 0.0, 0.0], [0.1, 0.1, 0.2], [0.0, 0.0, 0.0], [0.0, 0.0, 0.0], [0.0, 0.0, 0.0], [0.0, 0.0, 0.0], [0.0, 0.0, 0.0], [0.0, 0.0, 0.1], [0.0, 0.0, 0.0], [0.0, 0.0, 0.0], [0.0, 0.0, 0.0], [0.0, 0.0, 0.0], [0.0, 0.0, 0.0], [0.0, 0.0, 0.0], [0.0, 0.0, 0.0], [0.1, 0.0, 0.0], [-0.1, 0.1, 0.0], [0.0, 0.0, 0.0], [0.2, -0.3, 0.2], [-0.1, -0.2, 0.1], [0.0, -0.1, 0.0], [0.0, 0.1, 0.1], [0.0, 0.0, 0.0], [0.0, 0.0, 0.0], [0.0, 0.0, 0.0], [0.0, 0.0, 0.0], [0.0, 0.0, -0.1], [0.0, 0.0, 0.0], [0.0, 0.0, 0.0], [0.0, 0.0, 0.0], [0.0, 0.0, 0.0], [0.0, 0.0, 0.0], [-0.1, -0.1, -0.1], [-0.1, 0.0, 0.0], [0.0, 0.2, 0.1], [0.0, -0.1, -0.1], [0.0, 0.0, 0.0], [0.0, 0.0, -0.1], [0.0, 0.0, 0.0], [0.0, 0.0, 0.0], [0.0, 0.0, 0.0], [0.0, 0.0, 0.0], [0.0, 0.0, 0.0], [0.0, 0.0, 0.0], [0.0, 0.0, 0.0], [0.0, 0.0, 0.0], [0.0, 0.0, 0.0]],
  "spin_multiplicity": 6,
  "e_above_lowest_kj_mol": 0.00,
  "fmax_ev_per_a": 0.585,
  "gap_ev": [7.418, 5.654],
  "e_tot_ev": -81789.379,
  "charge": 1,
  "lumo_ev": [-3.954, -6.113],
  "homo_ev": [-11.372, -11.767],
  "s_squared": 8.790
}